No. 1
{"formula": "C34H53BBiN12O6P2STe", "method": "ωB97M-V with the def2-TZVPD basis set", "symbols": ["H", "C", "H", "H", "H", "C", "H", "H", "N", "O", "C", "P", "H", "C", "H", "H", "C", "H", "N", "O", "H", "C", "H", "H", "O", "C", "C", "C", "C", "C", "H", "H", "C", "H", "B", "H", "H", "H", "H", "H", "C", "N", "N", "H", "H", "C", "H", "C", "N", "C", "H", "H", "H", "O", "C", "C", "N", "H", "C", "H", "C", "N", "H", "H", "H", "S", "C", "C", "C", "C", "C", "C", "N", "C", "C", "C", "H", "H", "C", "C", "H", "H", "H", "H", "Bi", "H", "H", "N", "C", "O", "H", "O", "C", "H", "H", "N", "P", "H", "H", "Te", "C", "N", "H", "H", "H", "H", "H", "N", "H", "H", "H"], "xyz": [[-1.67434, -5.26471, -5.24840], [-4.46200, 0.46179, 2.01880], [-3.39442, -3.30582, -4.56829], [1.86658, 1.29881, -5.38416], [-1.97217, 6.57012, 0.63735], [1.19102, -0.89147, 4.46713], [2.14601, -2.08930, -2.98727], [5.58076, -3.14986, -1.45478], [0.10392, -0.32618, 2.59079], [-0.11648, -2.38063, -4.59369], [1.08277, 3.12692, 0.70305], [2.50452, 0.16889, -2.31443], [0.04494, -4.84050, -5.26936], [1.86018, -1.12896, -3.41912], [4.93136, 4.03261, -3.39887], [0.39061, -0.60461, -6.24064], [-2.80728, -5.48927, -1.04989], [3.65641, 2.51048, -1.78891], [-2.35204, 0.53499, 1.29935], [-0.32158, 0.16321, -4.42993], [2.32236, 3.81295, -4.19706], [0.93798, -1.21629, 3.13292], [4.59743, 2.83440, -4.66364], [-2.81527, 4.94342, 6.00229], [3.62036, -0.41036, -1.38798], [4.85466, -1.15883, -1.69662], [0.32759, -3.67272, -0.58660], [-3.74982, 3.22591, -0.09614], [-0.96348, -4.45661, -5.42543], [-2.64305, 2.74503, 6.44499], [-2.81080, -6.55021, -1.28422], [4.71655, -1.09527, -3.85915], [-2.51032, 3.94697, 5.71537], [5.54059, -0.81444, -0.92723], [-1.15511, 1.74887, 3.24573], [-5.52206, 0.27710, 2.07677], [-5.39984, 4.03069, 1.00557], [-1.26569, -3.67150, -3.45307], [1.31443, -2.04280, 2.55130], [-4.24702, 6.15935, 1.51618], [-3.74562, 5.39869, 0.93261], [-0.19188, 0.57568, 3.55940], [-0.35080, 2.70527, 2.29558], [-0.22702, 4.51655, 3.34495], [5.67299, 0.21905, -3.15400], [-0.01119, 0.33934, -5.87072], [0.38469, 0.86701, 5.57921], [-1.31408, 0.65242, -6.56933], [-1.64135, 2.41638, 4.50301], [3.46945, 2.56404, -2.86334], [-4.26709, 2.30494, -0.33395], [-2.78648, -2.94938, -0.28435], [-2.62744, -2.38080, -5.86365], [1.49273, 0.80576, -1.40626], [4.61666, -2.64397, -1.51303], [-1.82690, 4.65913, -0.31672], [0.69729, -4.91233, -0.93375], [-3.08312, 2.60630, 7.41939], [-2.08560, 1.79515, 5.63731], [-1.78966, -2.08203, -1.30003], [-3.58318, 0.11378, 1.00179], [-0.35142, -5.76107, -1.14168], [0.56331, 2.41331, -5.84652], [1.62760, 5.15070, 1.41996], [-1.05815, -4.12950, -6.46214], [1.34172, -2.39061, -0.18610], [1.01368, 1.43806, -6.04572], [-2.45908, 3.44731, -0.56628], [4.72881, 2.97829, -3.58979], [1.05637, 4.24244, 1.52296], [5.42142, -0.83624, -3.06627], [-3.67615, 1.12473, 2.94513], [-1.92184, 3.74488, 4.55262], [-1.25387, -3.30999, -4.48343], [0.46330, 0.25689, 4.69282], [-2.57263, -2.62726, -4.80172], [1.36948, 1.42702, -7.07690], [1.64992, 2.92442, -0.19411], [2.31077, 3.50479, -3.14986], [0.13571, 3.93859, 2.51267], [-3.95507, 1.56923, 3.88814], [-2.69755, -1.70977, -4.22577], [-3.31498, -5.34772, -0.09343], [-3.36347, -4.95344, -1.82170], [-0.31333, 0.21238, 0.20045], [1.35636, 3.02262, -2.93885], [2.39944, 4.39914, -2.52929], [-2.41050, 1.15454, 2.49850], [-2.46803, 5.62723, 0.44140], [-0.75418, -1.23913, -2.39471], [-1.12060, 0.85992, -7.62251], [3.12887, 1.20179, -3.32539], [-4.39093, 4.20161, 0.65135], [-0.84321, 4.85720, -0.72309], [-3.78042, -0.39071, 0.06493], [-1.01917, -3.73822, -0.63225], [0.05788, -1.13958, -3.63260], [1.81455, -1.42540, 5.16572], [4.06050, -3.06482, -2.35513], [-1.50747, 1.98079, -1.75643], [-1.39965, -5.03183, -0.96589], [-1.84058, -2.63203, -0.44341], [2.30775, -1.01983, -4.41056], [4.07050, -2.83318, -0.59043], [5.59133, 2.39771, -3.26411], [-1.77503, 1.53164, -6.11542], [6.33167, -1.41665, -3.21179], [0.23530, 2.20174, 1.17568], [-2.01077, -0.18290, -6.50217], [1.64167, -5.25646, -0.95591], [-1.98454, 0.72959, 5.77608]], "lowdin_charge": [0.10, -0.02, 0.09, 0.06, 0.12, -0.02, 0.05, 0.10, -0.10, -0.17, -0.14, 0.46, 0.09, -0.20, 0.10, 0.14, 0.01, 0.13, -0.16, -0.23, 0.09, -0.14, 0.10, 0.11, -0.19, -0.38, -0.72, -0.16, -0.03, -0.04, 0.10, 0.08, -0.13, 0.15, -0.64, 0.11, 0.12, 0.11, 0.06, 0.12, -0.05, 0.01, 0.05, 0.12, 0.07, -0.41, 0.13, -0.02, -0.03, -0.41, 0.09, 0.10, 0.09, -0.51, -0.06, -0.16, 0.04, 0.11, -0.11, 0.03, -0.17, 0.15, 0.09, 0.12, 0.09, 0.65, -0.03, -0.59, -0.03, -0.02, -0.03, -0.02, 0.07, -0.41, -0.05, -0.03, 0.10, 0.09, -0.04, -0.02, 0.13, 0.07, 0.10, 0.08, 1.58, 0.04, 0.09, 0.04, -0.06, -0.41, 0.10, -0.20, -0.06, 0.09, 0.11, -0.08, 0.46, 0.11, 0.08, 1.23, -0.33, 0.11, 0.09, 0.04, 0.07, 0.10, 0.10, -0.15, 0.07, 0.16, 0.13], "gap_ev": [8.41, 5.32], "max_force_ev_per_a": 1.84, "total_charge": 2, "multiplicity": 2, "lumo_ev": [-4.51, -7.51], "s2": 0.754, "homo_ev": [-12.9168, -12.8310]}


No. 2
{"formula": "C34H53BrN2P2Sn", "method": "ωB97M-V with the def2-TZVPD basis set", "symbols": ["C", "H", "P", "C", "H", "H", "H", "C", "H", "H", "C", "C", "H", "H", "H", "C", "C", "H", "H", "C", "H", "H", "C", "H", "C", "H", "C", "Br", "N", "H", "H", "C", "C", "H", "C", "H", "H", "H", "N", "H", "C", "C", "H", "C", "H", "H", "H", "H", "H", "H", "H", "H", "H", "C", "H", "C", "C", "H", "C", "H", "H", "H", "C", "C", "H", "C", "Sn", "C", "H", "C", "C", "H", "C", "H", "H", "H", "H", "H", "C", "H", "H", "H", "H", "H", "H", "C", "P", "H", "C", "C", "C", "H", "C"], "xyz": [[5.72194, -2.26417, 2.09008], [-2.64239, -3.36002, -1.56141], [-0.71547, -2.54701, -0.37293], [-6.91596, 5.74763, -4.72264], [-4.31450, -1.47929, -0.85872], [0.61504, -0.22390, 5.56557], [5.15110, -0.59477, -2.71150], [-2.56352, 0.21239, 5.08145], [6.72529, -2.69408, 1.96841], [4.93393, 0.77243, 0.87017], [-0.43368, 1.06398, -1.97647], [5.05529, -1.49343, -2.08337], [7.29732, 1.25368, -0.18673], [2.40955, 3.38181, 4.41679], [1.04830, -3.77131, -1.39332], [-0.77480, 0.88403, 3.59053], [0.13627, -2.70065, -3.06483], [-3.65689, 1.91644, -4.32146], [-3.61255, -1.60716, 4.52012], [0.59419, -2.79352, -1.61325], [4.29997, 0.82567, -0.77015], [1.36203, -2.03462, -1.39851], [6.34058, 1.60839, -0.58793], [3.97455, -1.74863, 0.91143], [-4.48352, 3.41946, -3.02786], [-0.20949, -1.69758, -3.32350], [-0.62154, -3.83025, 0.91276], [2.29809, -0.36830, 1.78109], [-7.10172, 5.15960, -5.90787], [-1.99765, 2.10891, 0.92885], [-2.67577, -4.43482, 1.33846], [-6.47321, 4.01061, -6.15820], [-2.68483, 1.88314, -2.42058], [-3.84903, 2.45429, -0.71009], [-5.66620, 3.36645, -5.21815], [-3.12965, 0.36182, 6.00266], [6.42039, 1.66732, -1.68176], [0.35222, -4.32485, 0.78657], [1.34619, 1.58109, 4.75450], [-1.47586, -5.70334, 1.55720], [-1.53767, 1.10131, 4.74883], [-3.68069, 2.35708, -3.32756], [-5.25479, 2.38609, -5.47780], [2.62687, 2.33517, 4.65683], [-3.86753, -2.59987, 0.43769], [3.12357, 2.27703, 5.63220], [-6.62010, 3.57615, -7.14876], [-2.47155, -1.80516, 2.35024], [-4.37615, 3.92193, -2.06141], [5.49796, -2.76972, -3.78777], [6.15656, 2.61744, -0.20303], [-5.92807, 5.80489, -2.82677], [-2.23978, -1.70304, -2.01176], [-6.06574, 5.23575, -3.74373], [5.57951, -3.61368, -2.21994], [-1.46864, 1.33289, -2.87564], [-2.36196, -2.37750, -1.14931], [6.88053, -2.49730, -2.70368], [-5.40648, 4.00121, -3.97814], [-0.66815, -3.40658, -3.27410], [1.96423, -0.40766, 4.38539], [3.27127, 1.89122, 3.88484], [5.21072, 0.64604, -0.18333], [5.79591, -2.66913, -2.73608], [4.86126, -3.16508, 0.29708], [-2.87881, 2.08811, -1.04255], [-0.15661, -0.33437, 0.72759], [-1.86028, 1.86516, -0.13142], [-1.31738, 1.96063, 5.40165], [-1.75349, -4.85390, 0.92422], [0.48047, 1.70683, 3.47788], [5.15736, -2.91434, 2.77214], [-0.69636, 1.25239, -0.61723], [0.53227, 0.69216, -2.34033], [0.30606, 2.78726, 3.34123], [2.28516, 0.23002, 6.03079], [0.77723, 2.04083, 5.47175], [-3.15397, -0.97387, 0.36083], [-2.18397, -0.97793, 3.00208], [1.12649, 1.39067, 2.64480], [-7.46512, 6.67236, -4.56696], [5.80783, -1.27296, 2.55282], [-0.57208, -3.29979, 1.87457], [-1.97032, -5.24394, -0.07461], [0.96826, -2.93623, -3.73198], [-1.16708, -0.08734, 2.64611], [5.79653, -1.07410, -0.45431], [3.98077, -1.69557, -1.96754], [4.97418, -2.17340, 0.75493], [-3.47825, -1.83183, -0.24164], [1.56222, 0.18815, 5.20887], [-1.35258, 1.18033, -3.94710], [-2.85360, -0.86221, 4.23378]], "lowdin_charge": [-0.17, 0.10, 0.91, -0.13, 0.10, 0.11, 0.08, -0.04, 0.07, 0.03, -0.13, -0.45, 0.06, 0.12, 0.10, -0.27, -0.12, 0.11, 0.13, -0.36, 0.06, 0.06, -0.18, -0.10, -0.01, 0.06, -0.37, 0.39, 0.07, 0.11, 0.07, -0.13, -0.22, 0.12, -0.01, 0.12, 0.07, 0.10, -0.18, 0.09, -0.04, -0.04, 0.10, 0.02, 0.08, 0.12, 0.11, 0.07, 0.12, 0.07, 0.07, 0.11, 0.09, -0.01, 0.06, -0.01, -0.35, 0.07, -0.21, 0.08, 0.03, 0.10, -0.47, -0.17, 0.08, -0.02, 1.02, -0.13, 0.13, -0.11, -0.14, 0.07, -0.33, 0.11, 0.15, 0.12, 0.16, 0.04, -0.12, -0.03, 0.11, 0.06, 0.07, 0.08, 0.09, -0.26, 0.94, 0.05, -0.49, -0.12, 0.00, 0.13, -0.04], "gap_ev": 5.35, "max_force_ev_per_a": 1.91, "total_charge": 2, "multiplicity": 1, "lumo_ev": -6.07, "relative_energy_kj_mol": 0.00, "homo_ev": -11.4235}